Entry 1:
Here is an isolated molecule of C4H4N4 from the Open Molecules 2025 dataset. Energies are from ωB97M-V/def2-TZVPD.

The geometry in ORCA input format:
```
! wB97M-V def2-TZVPD RIJCOSX def2/J DEFGRID3
* xyz 0 1
N 0.4761 -0.7459 0.3595
N -2.0670 0.3207 -0.5328
N -1.7442 1.2413 0.3226
N -4.2087 -0.6290 -1.2739
C 0.6645 0.5461 0.6060
C -3.2835 -0.0355 -0.9511
C 0.0194 -1.2056 -0.7090
C -0.4224 1.3835 0.7208
H -0.3791 2.2865 1.1560
H -0.3661 -2.2953 -0.5938
H 0.0299 -0.8965 -1.7002
H 1.5211 0.9974 1.0163
*
```

HOMO-LUMO gap (spin up / spin down)   7.83 / 7.83 eV
Relative energy (zero: lowest compared OMol25 entry of this formula, charge and spin)   105.0 kcal per mole
DFT total energy   -10168.284 eV
E_HOMO (spin up / spin down)   -9.283 / -9.283 eV
SMILES   C=N/C=C\N=N\C#N

***

Entry 2:
Here is an isolated molecule of C4H4N4 from the Open Molecules 2025 dataset. Energies are from ωB97M-V/def2-TZVPD.

The geometry in ORCA input format:
```
! wB97M-V def2-TZVPD RIJCOSX def2/J DEFGRID3
* xyz 0 1
N 2.1123 -0.5736 0.2769
N -0.4451 1.7183 -0.4438
N -1.3507 -0.8476 0.0299
N 1.0097 -1.4086 0.3837
C -2.2065 -0.1409 -0.4882
C -0.0707 -0.6250 0.1361
C 1.6995 0.6463 -0.0428
C 0.2787 0.7298 -0.0948
H -1.4185 1.1231 -0.6296
H -3.1340 -0.0020 -0.1885
H 1.0699 -2.0966 1.0725
H 2.4555 1.4768 -0.0113
*
```

HOMO-LUMO gap (spin up / spin down)   6.96 / 6.97 eV
Relative energy (zero: lowest compared OMol25 entry of this formula, charge and spin)   115.6 kcal per mole
DFT total energy   -10167.827 eV
E_HOMO (spin up / spin down)   -7.929 / -7.929 eV

***

Entry 3:
Here is a structure of composition C4H4N4 from the Open Molecules 2025 dataset. Energies are from ωB97M-V/def2-TZVPD.

The geometry in ORCA input format:
```
! wB97M-V def2-TZVPD RIJCOSX def2/J DEFGRID3
* xyz 0 1
N -1.2164 0.7376 -0.0672
N 1.5789 -1.2315 -0.3601
N 0.7679 -0.1886 -0.2991
N 0.8450 -2.3256 -0.3003
C -0.3501 -1.9284 0.0726
C -0.5056 -0.4648 -0.0284
C 0.9513 1.2053 -0.0556
C -0.2138 1.7081 0.2178
H -0.6485 2.6614 0.2479
H -0.9975 -2.7248 0.1943
H 1.8224 1.8768 -0.6287
H -2.0337 0.6744 1.0070
*
```

HOMO-LUMO gap   8.73 eV
Relative energy (zero: lowest compared OMol25 entry of this formula, charge and spin)   105.8 kcal per mole
DFT total energy   -10168.249 eV
E_HOMO   -8.683 eV

***

Entry 4:
Here is an isolated molecule of C4H4N4O from the Open Molecules 2025 dataset. Energies are from ωB97M-V/def2-TZVPD.

The geometry in ORCA input format:
```
! wB97M-V def2-TZVPD RIJCOSX def2/J DEFGRID3
* xyz 0 1
O -0.3021 0.9870 2.6094
N -0.2050 0.4805 0.4900
N 2.4966 0.3273 -1.7088
N -0.2753 1.4358 1.4208
N -1.9494 -1.8761 -0.8233
C 1.4624 0.6926 -1.3055
C -1.0043 -1.4995 -0.2528
C -0.0550 -0.9822 0.7162
C 0.0446 0.8941 -0.9089
H -0.1384 1.9555 -0.9317
H -0.4703 -1.2173 1.7021
H -0.5323 0.3178 -1.6509
H 0.9285 -1.5156 0.6433
*
```

HOMO-LUMO gap   10.28 eV
Relative energy (zero: lowest compared OMol25 entry of this formula, charge and spin)   87.3 kcal per mole
DFT total energy   -12216.725 eV
E_HOMO   -10.631 eV
SMILES   N#CCN(CC#N)N=O

***

Entry 5:
Here is an isolated molecule of C4H4N4O2 from the Open Molecules 2025 dataset. Energies are from ωB97M-V/def2-TZVPD.

The geometry in ORCA input format:
```
! wB97M-V def2-TZVPD RIJCOSX def2/J DEFGRID3
* xyz 0 1
O 3.1177 1.6311 1.9144
O -0.2559 2.6484 -1.3528
N 0.3961 0.8388 0.0092
N 1.3783 0.5061 0.8626
N 2.0076 2.6396 0.2299
N 3.1129 4.8034 0.1932
C 2.5927 3.7830 0.2597
C 2.2504 1.6462 1.1052
C -0.3797 -0.2397 -0.5742
C 0.3533 1.9453 -0.6554
H 0.1621 -0.5916 -1.3469
H -0.4905 -1.1302 0.0169
H -1.5146 0.0011 -0.7219
H 1.0118 -0.0268 1.6223
*
```

HOMO-LUMO gap   9.77 eV
Relative energy (zero: lowest compared OMol25 entry of this formula, charge and spin)   47.8 kcal per mole
DFT total energy   -14265.131 eV
E_HOMO   -9.781 eV

***

Entry 6:
Here is an isolated molecule of C4H4N4O4 from the Open Molecules 2025 dataset. Energies are from ωB97M-V/def2-TZVPD.

The geometry in ORCA input format:
```
! wB97M-V def2-TZVPD RIJCOSX def2/J DEFGRID3
* xyz 0 1
O 1.2403 -2.3732 -1.2073
O 0.6458 2.7130 -0.5999
O -0.2598 -0.7687 -4.1377
O 0.3678 1.4466 1.3270
N 0.1300 -0.4001 2.6283
N -0.5465 -0.4257 0.3908
N -0.8025 0.2816 -0.7683
N -0.0691 -0.3570 -1.7080
C 0.2152 -0.8593 -3.0355
C -0.0065 0.1670 1.4253
C 0.6853 -1.4814 -1.7913
C -0.0783 2.1804 0.1839
H -0.3347 -1.3172 3.0407
H -0.6660 -1.5106 0.4876
H -1.0839 2.5171 0.4698
H 0.5628 0.1876 3.2947
*
```

HOMO-LUMO gap   7.95 eV
Relative energy (zero: lowest compared OMol25 entry of this formula, charge and spin)   144.4 kcal per mole
DFT total energy   -18357.855 eV
E_HOMO   -8.156 eV

***

Entry 7:
Here is a cluster of 2 separate species, C4H4N4S2 in total from the Open Molecules 2025 dataset. Energies are from ωB97M-V/def2-TZVPD.

The geometry in ORCA input format:
```
! wB97M-V def2-TZVPD RIJCOSX def2/J DEFGRID3
* xyz 0 1
S 1.8312 4.5450 -0.9577
S -2.4474 -2.9781 0.0342
N -2.0409 -4.0389 -1.0166
N -1.8153 -4.7220 -1.8922
N 0.9423 0.6354 -0.7649
N 0.6932 2.5900 0.8495
C 1.3118 3.1376 -0.2751
C 0.3081 -0.4756 -0.2335
C 0.9550 1.7355 -0.1995
C 0.0317 -0.7124 1.0231
H 0.3864 0.2880 1.5685
H 0.3147 -1.2431 -1.0095
H -0.0016 2.8074 1.5097
H -0.4692 -1.5687 1.3640
*
```

HOMO-LUMO gap   8.64 eV
Relative energy (zero: lowest compared OMol25 entry of this formula, charge and spin)   39.9 kcal per mole
DFT total energy   -31838.681 eV
E_HOMO   -9.024 eV
SMILES   C=C/N=c1\[nH]c1=S.N#[N+][S-]

***

Entry 8:
Here is a cluster of 2 separate species, C4H4N6O2 in total from the Open Molecules 2025 dataset. Energies are from ωB97M-V/def2-TZVPD.

The geometry in ORCA input format:
```
! wB97M-V def2-TZVPD RIJCOSX def2/J DEFGRID3
* xyz 0 1
O 2.0294 0.8453 0.4147
O -3.1357 -1.5513 0.3818
N -3.5694 -0.1800 0.0556
N -2.0636 1.7991 -0.2846
N 0.6229 0.8651 0.0884
N 3.4817 -0.7482 0.1023
N -1.8485 -1.7184 0.0837
N 1.1479 -1.3109 -0.4075
C -1.2871 -0.5578 -0.2143
C 2.2155 -0.5134 0.0900
C -2.2851 0.3815 -0.0985
C 0.1389 -0.3138 -0.3353
H 3.7337 -1.7495 -0.3270
H 4.2406 0.0661 0.0944
H -0.9492 2.0130 -0.5333
H -2.4720 2.6732 0.8897
*
```

HOMO-LUMO gap   9.03 eV
Relative energy (zero: lowest compared OMol25 entry of this formula, charge and spin)   131.1 kcal per mole
DFT total energy   -17239.929 eV
E_HOMO   -9.289 eV

***

Entry 9:
Here is the ion C4H4NO with charge +1 from the Open Molecules 2025 dataset. Energies are from ωB97M-V/def2-TZVPD.

The geometry in ORCA input format:
```
! wB97M-V def2-TZVPD RIJCOSX def2/J DEFGRID3
* xyz 1 1
O -1.9505 -1.4671 2.1590
N -1.9409 -1.2149 0.6366
C 0.0977 0.3675 1.0487
C 0.8994 0.4505 -1.4637
C -1.1076 -0.6508 1.3538
C 0.5180 0.4206 -0.1460
H 1.9858 0.5551 -1.5908
H 0.7087 -0.5633 -1.8662
H 0.3585 1.1922 -2.0575
H 0.4309 0.9102 1.9261
*
```

HOMO-LUMO gap (spin up / spin down)   6.22 / 6.21 eV
Relative energy (zero: lowest compared OMol25 entry of this formula, charge and spin)   128.7 kcal per mole
DFT total energy   -7734.861 eV
E_HOMO (spin up / spin down)   -14.403 / -14.402 eV

***

Entry 10:
Here is the ion C4H4NO2 with charge -1 from the Open Molecules 2025 dataset. Energies are from ωB97M-V/def2-TZVPD.

The geometry in ORCA input format:
```
! wB97M-V def2-TZVPD RIJCOSX def2/J DEFGRID3
* xyz -1 1
O -1.4329 -0.9840 -1.5021
O -1.6263 -1.5994 0.6295
N -1.0202 2.1096 1.7887
C -1.2020 -1.0583 -0.3550
C -0.1537 0.9961 0.6197
C 0.1645 0.0393 -0.0484
C 1.5044 -0.5186 -0.5290
H 1.9413 -1.1225 0.2574
H 2.1271 0.3510 -0.6098
H -1.5400 2.7394 1.1814
H 1.2378 -0.9524 -1.4323
*
```

HOMO-LUMO gap (spin up / spin down)   7.47 / 7.47 eV
Relative energy (zero: lowest compared OMol25 entry of this formula, charge and spin)   141.9 kcal per mole
DFT total energy   -9793.638 eV
E_HOMO (spin up / spin down)   -3.714 / -3.712 eV
SMILES   CC(=C=N)C(=O)[O-]

***

Entry 11:
Here is the ion C4H4NO3P with charge -2 from the Open Molecules 2025 dataset. Energies are from ωB97M-V/def2-TZVPD.

The geometry in ORCA input format:
```
! wB97M-V def2-TZVPD RIJCOSX def2/J DEFGRID3
* xyz -2 1
P 1.5918 -0.8723 0.0323
O 2.7858 -0.5240 -0.8667
O 1.9075 -0.9438 1.5284
O 0.7076 -1.9408 -0.5223
N 0.7974 3.1081 -0.0616
C 0.1810 0.6533 -0.2558
C -0.8797 0.0382 0.5185
C 0.6501 1.9303 -0.0794
C -2.0148 -0.3796 0.0038
H -2.2198 -0.4595 -1.0601
H -0.9670 0.0912 1.5997
H -2.6878 -1.0462 0.5230
H 0.1478 0.3450 -1.3598
*
```

HOMO-LUMO gap   6.62 eV
Relative energy (zero: lowest compared OMol25 entry of this formula, charge and spin)   5.8 kcal per mole
DFT total energy   -21134.442 eV
E_HOMO   0.084 eV
SMILES   C=C[C@@H](C#N)P(=O)([O-])[O-]

***

Entry 12:
Here is a cluster of 2 separate species, C4H4NO3S in total from the Open Molecules 2025 dataset. Energies are from ωB97M-V/def2-TZVPD.

The geometry in ORCA input format:
```
! wB97M-V def2-TZVPD RIJCOSX def2/J DEFGRID3
* xyz -1 1
S 0.9633 0.0818 -2.8623
O 1.6431 1.2933 -3.3635
O 0.4496 -0.8607 -3.8717
O 1.7379 -0.6336 -1.7911
N 0.1412 -0.0992 0.2796
C -1.6576 0.6986 1.3745
C 0.2513 -0.6188 1.5219
C -0.8114 -0.0840 2.2039
C -0.9552 0.6512 0.1860
H -1.2440 -0.4282 3.1473
H -2.3598 1.4781 1.6786
H 0.9653 -1.2673 2.0659
H 0.8763 -0.2113 -0.5692
*
```

HOMO-LUMO gap (spin up / spin down)   8.28 / 7.14 eV
Relative energy (zero: lowest compared OMol25 entry of this formula, charge and spin)   113.2 kcal per mole
DFT total energy   -22678.359 eV
E_HOMO (spin up / spin down)   -5.221 / -4.496 eV

***

Entry 13:
Here is the ion C4H4NOS with charge +1 from the Open Molecules 2025 dataset. Energies are from ωB97M-V/def2-TZVPD.

The geometry in ORCA input format:
```
! wB97M-V def2-TZVPD RIJCOSX def2/J DEFGRID3
* xyz 1 1
S -3.2513 -0.8570 -0.1138
O -1.5699 2.4644 -0.0773
N 0.5532 -0.3202 -0.5805
C -0.6603 1.6571 0.0521
C -1.7760 -0.5520 0.2682
C 1.6409 -0.6612 -0.4322
C -0.6834 0.2017 -0.6007
H 0.1430 1.7875 0.6605
H 2.5999 -1.0358 -0.1232
H -0.9849 0.3948 -1.5610
H -1.2558 -0.7642 1.1437
*
```

HOMO-LUMO gap   7.93 eV
Relative energy (zero: lowest compared OMol25 entry of this formula, charge and spin)   15.3 kcal per mole
DFT total energy   -18574.225 eV
E_HOMO   -13.358 eV
SMILES   C#[N+][C@H](C=O)C=S

***

Entry 14:
Here is the ion C4H4NOS with charge +1 from the Open Molecules 2025 dataset. Energies are from ωB97M-V/def2-TZVPD.

The geometry in ORCA input format:
```
! wB97M-V def2-TZVPD RIJCOSX def2/J DEFGRID3
* xyz 1 1
S -1.2167 -0.9205 0.0246
O 3.4830 0.9500 0.1052
N -1.5233 0.7046 -0.0933
C 0.4763 -1.2467 0.0403
C 1.7950 -0.8294 -0.0136
C -2.5245 1.4132 0.0403
C 2.6253 0.2358 -0.0291
H -2.3120 2.4373 -0.1461
H -3.6144 1.1609 -0.0942
H 2.5698 -1.5978 -0.1187
H 0.2417 -2.3075 0.2847
*
```

HOMO-LUMO gap   8.09 eV
Relative energy (zero: lowest compared OMol25 entry of this formula, charge and spin)   5.2 kcal per mole
DFT total energy   -18574.663 eV
E_HOMO   -14.166 eV

***

Entry 15:
Here is a structure of composition C4H4O from the Open Molecules 2025 dataset. Energies are from ωB97M-V/def2-TZVPD.

The geometry in ORCA input format:
```
! wB97M-V def2-TZVPD RIJCOSX def2/J DEFGRID3
* xyz 0 1
O -0.5570 1.5729 0.0073
C -1.4668 -1.9622 0.1592
C -1.0384 -0.8257 -0.0524
C 0.7574 1.1940 0.2659
C -0.7223 0.3510 -0.6222
H -1.7036 -2.9575 0.3291
H 1.5313 1.1753 -0.4718
H 1.0149 1.0342 1.2974
H -0.7726 0.1893 -1.7437
*
```

HOMO-LUMO gap   8.20 eV
Relative energy (zero: lowest compared OMol25 entry of this formula, charge and spin)   113.4 kcal per mole
DFT total energy   -6254.461 eV
E_HOMO   -8.060 eV

***

Entry 16:
Here is a structure of composition C4H4O from the Open Molecules 2025 dataset. Energies are from ωB97M-V/def2-TZVPD.

The geometry in ORCA input format:
```
! wB97M-V def2-TZVPD RIJCOSX def2/J DEFGRID3
* xyz 0 1
O -1.3500 0.2171 -0.7804
C 0.5257 -1.0042 0.7152
C 0.9589 0.1716 0.1661
C 0.8202 1.1921 -0.5753
C -0.5990 1.2255 -0.8722
H 0.4675 -1.1243 1.7973
H -1.0920 2.1535 -1.1779
H -0.7142 -0.5360 -0.0537
H 0.7443 -1.9140 0.1520
*
```

HOMO-LUMO gap   8.78 eV
Relative energy (zero: lowest compared OMol25 entry of this formula, charge and spin)   92.8 kcal per mole
DFT total energy   -6255.353 eV
E_HOMO   -9.018 eV

***

Entry 17:
Here is a structure of composition C4H4O from the Open Molecules 2025 dataset. Energies are from ωB97M-V/def2-TZVPD.

The geometry in ORCA input format:
```
! wB97M-V def2-TZVPD RIJCOSX def2/J DEFGRID3
* xyz 0 1
O 1.1588 -0.4261 -0.5442
C -0.6198 1.1108 -1.0185
C 0.2462 -1.3809 0.6833
C -0.1064 -1.7934 1.7698
C 0.6777 0.8684 -0.6999
H 1.4875 1.4400 -0.4856
H -1.2900 0.2753 -1.1591
H -1.0350 2.0679 -1.2128
H -0.5189 -2.1620 2.6670
*
```

HOMO-LUMO gap (spin up / spin down)   8.92 / 8.92 eV
Relative energy (zero: lowest compared OMol25 entry of this formula, charge and spin)   128.9 kcal per mole
DFT total energy   -6253.789 eV
E_HOMO (spin up / spin down)   -9.660 / -9.660 eV

***

Entry 18:
Here is an isolated molecule of C4H4O from the Open Molecules 2025 dataset. Energies are from ωB97M-V/def2-TZVPD.

The geometry in ORCA input format:
```
! wB97M-V def2-TZVPD RIJCOSX def2/J DEFGRID3
* xyz 0 1
O -1.2654 -0.2197 0.2594
C 0.5684 0.3981 -0.7147
C -0.3337 -0.7128 0.9945
C -0.8186 0.4739 -0.7690
C 0.8487 -0.3120 0.4026
H 1.8761 -0.3805 0.7883
H 1.2237 0.7739 -1.5651
H -1.3690 1.0108 -1.3879
H -0.7303 -1.0318 1.9919
*
```

HOMO-LUMO gap   9.80 eV
Relative energy (zero: lowest compared OMol25 entry of this formula, charge and spin)   21.4 kcal per mole
DFT total energy   -6258.451 eV
E_HOMO   -8.650 eV
SMILES   c1ccoc1

***

Entry 19:
Here is a cluster of 2 separate species, C4H4O in total from the Open Molecules 2025 dataset. Energies are from ωB97M-V/def2-TZVPD.

The geometry in ORCA input format:
```
! wB97M-V def2-TZVPD RIJCOSX def2/J DEFGRID3
* xyz 0 1
O -2.7225 0.6617 0.2279
C 1.9283 -0.2326 0.5632
C 1.9574 0.8865 -0.1776
C -2.4157 -0.3981 -0.2267
C 1.3053 -0.2618 -0.7151
H -3.1639 -1.1518 -0.5300
H -1.3643 -0.7029 -0.3833
H 2.2191 -0.7066 1.4705
H 2.2563 1.9056 -0.2288
*
```

HOMO-LUMO gap   10.15 eV
Relative energy (zero: lowest compared OMol25 entry of this formula, charge and spin)   101.1 kcal per mole
DFT total energy   -6254.997 eV
E_HOMO   -9.254 eV
SMILES   C1=CC=1.C=O

***

Entry 20:
Here is an isolated molecule of C4H4O2 from the Open Molecules 2025 dataset. Energies are from ωB97M-V/def2-TZVPD.

The geometry in ORCA input format:
```
! wB97M-V def2-TZVPD RIJCOSX def2/J DEFGRID3
* xyz 0 1
O 0.6498 -0.6380 -1.2129
O -0.2288 2.3365 0.2127
C -1.0383 -0.0575 0.3073
C 0.2944 -0.9422 0.1472
C 1.0811 0.2376 -0.1724
C -0.1246 1.1470 0.0949
H 0.5524 -1.9516 0.4436
H -1.2979 -0.5624 -0.5914
H 2.1324 0.4137 -0.0184
H -2.0205 0.0169 0.7895
*
```

HOMO-LUMO gap   10.76 eV
Relative energy (zero: lowest compared OMol25 entry of this formula, charge and spin)   69.4 kcal per mole
DFT total energy   -8304.067 eV
E_HOMO   -9.803 eV
SMILES   O=C1C[C@H]2O[C@@H]12